No. 1
Formula: C16H44CrFN4O4
Source: OMol25
Level of theory: ωB97M-V/def2-TZVPD

Summary:
Frontier orbital gap (spin up / spin down) ... 0.291 / 0.284 Ha
E_tot ... -2300.070424 hartree
Energy relative to the best compared isomer or geometry (same formula, charge and spin) ... 0.0000 eV
Charge ... +1
Spin multiplicity ... 5

Structure (XYZ):
```
70
C16H44CrFN4O4 (ωB97M-V/def2-TZVPD)
Cr -10.620 -27.661 -13.443
F -10.434 -25.747 -14.081
C -6.306 -28.121 -12.655
C -7.817 -28.072 -12.384
C -8.330 -26.868 -11.579
O -9.745 -26.858 -11.586
C -10.301 -25.930 -10.667
N -8.452 -28.009 -13.746
H -5.934 -27.230 -13.157
H -6.079 -29.008 -13.248
H -5.770 -28.281 -11.717
H -8.097 -29.012 -11.908
H -7.976 -25.930 -12.021
H -7.942 -26.860 -10.557
H -11.379 -26.102 -10.636
H -10.263 -24.912 -11.059
H -9.953 -26.072 -9.645
H -7.998 -27.287 -14.306
H -8.144 -28.826 -14.272
C -14.750 -24.373 -15.166
C -13.761 -25.251 -15.921
C -14.642 -26.232 -16.736
O -15.144 -27.188 -15.754
C -15.471 -28.419 -16.379
N -13.074 -24.284 -16.787
H -15.306 -24.975 -14.445
H -15.482 -23.912 -15.827
H -14.144 -23.609 -14.671
H -13.097 -25.779 -15.239
H -13.987 -26.739 -17.448
H -15.507 -25.750 -17.188
H -16.438 -28.832 -16.085
H -14.714 -29.120 -15.994
H -15.392 -28.496 -17.464
H -13.756 -23.609 -17.138
H -12.842 -24.612 -17.728
C -8.690 -18.525 -13.734
C -8.977 -19.923 -14.311
C -8.343 -20.928 -13.356
O -8.517 -22.266 -13.787
C -7.767 -23.173 -13.010
N -10.439 -20.097 -14.444
H -9.101 -18.364 -12.733
H -9.044 -17.720 -14.377
H -7.617 -18.381 -13.566
H -8.459 -19.943 -15.270
H -8.780 -20.833 -12.356
H -7.271 -20.701 -13.387
H -6.707 -23.010 -13.251
H -7.959 -24.186 -13.360
H -7.947 -23.010 -11.945
H -10.863 -19.916 -13.540
H -10.669 -19.287 -15.016
C -12.469 -31.084 -11.476
C -12.305 -29.796 -12.287
C -13.062 -28.560 -11.787
O -12.542 -27.429 -12.576
C -13.407 -26.276 -12.491
N -10.871 -29.402 -12.254
H -12.088 -30.970 -10.457
H -11.869 -31.876 -11.926
H -13.516 -31.371 -11.388
H -12.511 -30.026 -13.334
H -12.950 -28.556 -10.698
H -14.133 -28.554 -11.984
H -14.328 -26.232 -13.071
H -12.709 -25.534 -12.889
H -13.674 -26.042 -11.460
H -10.523 -29.559 -11.307
H -10.459 -30.228 -12.699
```

---

No. 2
Formula: C16H44NO20P4V
Source: OMol25
Level of theory: ωB97M-V/def2-TZVPD

Summary:
Frontier orbital gap (spin up / spin down) ... 0.090 / 0.275 Ha
E_tot ... -4505.242570 hartree
Spin multiplicity ... 5

Structure (XYZ):
```
86
C16H44NO20P4V (ωB97M-V/def2-TZVPD)
V -0.364 0.077 -0.568
O -3.866 1.625 -1.895
C -2.738 1.181 -1.325
O -2.753 0.664 -0.218
O -1.603 1.182 -1.893
H -4.328 1.300 -1.118
C 2.442 -1.407 0.519
O 1.602 -0.744 -0.188
N 3.624 -0.885 1.006
C 4.368 -1.741 1.994
C 4.067 0.518 0.777
H 2.325 -2.439 0.882
H 4.174 -2.730 1.578
H 4.025 -1.691 3.027
H 5.447 -1.590 2.029
H 4.528 0.946 1.668
H 4.842 0.580 0.013
H 3.268 1.160 0.406
C -0.204 -4.829 -3.149
O 0.780 -3.828 -3.339
P 0.390 -2.230 -3.472
O -0.004 -1.559 -2.132
O 1.623 -1.565 -4.242
C 2.390 -0.695 -3.425
O -0.758 -2.173 -4.643
C -2.112 -1.726 -4.474
H 0.038 -5.692 -3.770
H -1.212 -4.507 -3.407
H -0.288 -5.229 -2.138
H 3.069 -0.294 -4.178
H 2.884 -1.236 -2.618
H 2.052 0.154 -2.832
H -2.745 -2.332 -5.122
H -2.066 -0.711 -4.868
H -2.342 -1.522 -3.428
C -0.659 -4.190 1.715
O -1.548 -4.317 0.600
P -2.208 -2.959 0.039
O -1.243 -1.869 0.165
O -2.412 -3.385 -1.497
C -3.383 -4.413 -1.774
O -3.788 -2.603 0.518
C -4.130 -2.146 1.865
H -1.073 -3.518 2.467
H 0.335 -3.752 1.629
H -0.470 -5.115 2.259
H -3.439 -5.289 -1.128
H -3.125 -4.725 -2.786
H -4.395 -4.067 -1.988
H -5.219 -2.119 1.896
H -3.785 -1.114 1.923
H -3.728 -2.904 2.538
C 1.144 0.292 4.052
O 0.221 1.323 3.948
P -0.901 1.370 2.729
O -0.339 0.738 1.469
O -2.119 0.421 3.422
C -2.465 0.772 4.677
O -1.439 2.902 2.731
C -1.765 3.618 1.515
H 1.450 0.285 5.099
H 1.926 0.453 3.311
H 0.477 -0.509 3.734
H -2.821 -0.125 5.184
H -3.373 1.373 4.730
H -1.691 1.246 5.282
H -2.846 3.751 1.547
H -1.432 3.127 0.601
H -1.295 4.590 1.666
C 0.602 4.550 -2.509
O 0.838 4.574 -1.109
P 1.485 3.326 -0.390
O 0.965 1.967 -0.712
O 3.024 3.549 -0.778
C 3.552 4.897 -1.003
O 1.402 3.684 1.208
C 1.579 4.966 1.825
H -0.089 3.748 -2.768
H 1.591 4.530 -2.967
H 0.211 5.513 -2.839
H 3.200 5.764 -0.444
H 3.286 5.101 -2.040
H 4.614 4.725 -0.831
H 2.647 5.037 2.028
H 0.772 5.087 2.547
H 1.302 5.806 1.188
```

---

No. 3
Formula: C16H44O24P4S2
Source: OMol25
Level of theory: ωB97M-V/def2-TZVPD

Summary:
Frontier orbital gap ... 0.388 Ha
E_tot ... -4603.711139 hartree
Energy relative to the best compared isomer or geometry (same formula, charge and spin) ... 3.5102 eV
SMILES ... COP(=O)(OC)OC.COP(=O)(OC)OC.COP(=O)(OC)OC.COP(=O)(OC)OC.O=S1(=O)OCCO1.O=S1(=O)OCCO1

Structure (XYZ):
```
90
C16H44O24P4S2 (ωB97M-V/def2-TZVPD)
C -13.533 -11.060 -22.585
O -14.344 -10.003 -22.222
P -13.666 -8.537 -22.117
O -14.478 -7.443 -21.564
O -12.365 -8.909 -21.295
C -12.443 -8.807 -19.913
O -12.941 -8.157 -23.545
C -11.961 -7.099 -23.569
H -13.325 -11.755 -21.771
H -12.556 -10.752 -22.956
H -14.014 -11.582 -23.412
H -12.380 -7.734 -19.729
H -11.816 -9.320 -19.184
H -13.386 -9.123 -19.467
H -12.326 -6.107 -23.836
H -11.056 -7.102 -24.175
H -11.687 -6.867 -22.540
C -3.068 7.367 -14.534
O -3.652 8.075 -13.459
P -4.268 7.329 -12.260
O -3.496 6.196 -11.619
O -5.620 6.775 -12.812
C -6.611 6.067 -12.055
O -4.595 8.567 -11.249
C -3.546 8.978 -10.438
H -2.027 7.276 -14.224
H -3.300 8.031 -15.366
H -3.518 6.387 -14.692
H -6.858 5.158 -12.602
H -7.407 6.810 -12.103
H -6.414 5.827 -11.010
H -3.691 9.983 -10.041
H -2.582 8.796 -10.913
H -3.511 8.367 -9.537
C -16.875 -2.077 -25.350
O -16.471 -0.937 -26.209
P -17.429 0.167 -26.877
O -18.844 -0.168 -26.980
O -16.792 0.524 -28.399
C -15.432 0.889 -28.433
O -17.026 1.429 -25.960
C -17.445 1.626 -24.600
H -16.533 -3.014 -25.791
H -17.964 -2.087 -25.365
H -16.560 -1.815 -24.339
H -14.761 0.165 -28.896
H -15.155 1.276 -27.452
H -15.366 1.617 -29.241
H -18.104 0.857 -24.197
H -18.018 2.552 -24.561
H -16.522 1.583 -24.022
C -2.450 -0.969 -19.513
O -1.523 -1.539 -20.446
P -0.140 -0.769 -20.951
O 0.710 -1.472 -21.961
O -0.746 0.727 -21.345
C -1.539 1.007 -22.505
O 0.557 -0.363 -19.554
C 1.954 -0.357 -19.351
H -2.133 -0.753 -18.493
H -3.201 -1.753 -19.416
H -2.775 0.013 -19.858
H -1.778 0.052 -22.973
H -0.826 1.586 -23.092
H -2.493 1.532 -22.439
H 2.222 -0.830 -18.407
H 2.435 0.621 -19.335
H 2.361 -1.075 -20.064
O -11.293 -0.982 -18.331
S -11.489 0.363 -18.946
O -12.253 0.421 -20.184
O -12.002 1.467 -17.810
C -10.963 2.222 -17.214
C -9.867 2.297 -18.340
O -10.019 1.138 -19.229
H -11.255 3.199 -16.828
H -10.689 1.541 -16.408
H -8.837 2.290 -17.985
H -10.047 3.097 -19.059
O -13.718 10.072 -20.069
S -12.339 9.474 -19.863
O -12.046 8.602 -18.717
O -11.733 8.794 -21.210
C -11.295 9.804 -22.050
C -10.459 10.772 -21.108
O -11.259 10.733 -19.876
H -10.707 9.425 -22.885
H -12.124 10.300 -22.555
H -10.389 11.721 -21.639
H -9.449 10.429 -20.884
```